Record 1
{"formula": "C16H25Br5N4O4PS", "method": "ωB97M-V with the def2-TZVPD basis set", "orbital_gap_ev": 7.88, "charge": 1, "e_tot_ev": -401472.290, "e_homo_ev": -11.75, "symbols": ["C", "C", "N", "C", "C", "O", "C", "O", "C", "C", "C", "N", "C", "P", "N", "C", "S", "C", "O", "O", "C", "C", "Br", "C", "C", "Br", "N", "H", "H", "H", "H", "H", "H", "H", "H", "H", "H", "H", "H", "H", "H", "H", "H", "H", "H", "H", "H", "H", "H", "H", "H", "C", "Br", "Br", "Br", "H"], "positions_angstrom": [[-3.902, -0.564, 1.211], [-2.888, -0.444, 0.608], [-1.648, -0.260, 0.059], [-1.587, 0.165, -1.364], [-2.900, 0.785, -1.844], [-2.627, 1.357, -3.113], [-2.500, 2.738, -3.090], [-3.373, 3.437, -2.673], [-1.198, 3.250, -3.628], [-1.266, 3.586, -5.116], [-0.560, -0.463, 0.801], [0.705, -0.337, 0.300], [1.384, -1.646, 0.151], [3.237, -1.339, 0.212], [3.712, 0.000, -0.453], [0.744, -2.720, 1.083], [1.785, -4.153, 1.429], [2.236, -4.763, -0.184], [0.933, -5.145, 2.016], [2.955, -3.790, 2.171], [0.030, -2.167, 2.373], [0.799, -2.167, 3.678], [0.383, -3.654, 4.789], [1.672, -1.284, 4.160], [2.378, -1.408, 5.473], [2.109, 0.290, 3.189], [-0.621, -0.864, 2.081], [-4.812, -0.810, 1.714], [-1.367, -0.704, -1.980], [-0.822, 0.920, -1.516], [-3.274, 1.536, -1.151], [-3.653, 0.018, -1.996], [-0.462, 2.452, -3.511], [-0.850, 4.095, -3.046], [-0.463, 4.263, -5.394], [-2.199, 4.072, -5.388], [-1.167, 2.706, -5.747], [0.756, 0.239, -0.527], [1.198, -1.995, -0.867], [3.771, -2.463, -0.442], [3.646, -1.472, 1.542], [2.950, 0.572, -0.794], [-0.072, -3.158, 0.505], [2.216, -3.998, -0.951], [3.217, -5.211, -0.073], [1.527, -5.536, -0.462], [-0.779, -2.873, 2.537], [2.866, -2.374, 5.544], [3.141, -0.642, 5.559], [1.669, -1.246, 6.281], [-1.535, -0.757, 2.506], [-1.130, 6.876, -1.252], [0.538, 7.405, -2.046], [-2.550, 6.842, -2.539], [-0.968, 5.188, -0.321], [-1.381, 7.613, -0.504]]}

=====

Record 2
{"formula": "C4H8NO3", "method": "ωB97M-V with the def2-TZVPD basis set", "orbital_gap_ev": 7.77, "charge": -1, "e_tot_ev": -11910.457, "smiles": "C[C@@H](O)[C@@H](N)C(=O)[O-]", "de_lowest_kj_mol": 273.7, "e_homo_ev": -4.02, "symbols": ["C", "C", "O", "C", "N", "C", "O", "O", "H", "H", "H", "H", "H", "H", "H", "H"], "positions_angstrom": [[1.326, -0.725, -1.204], [0.832, 0.386, -0.169], [0.747, 1.661, -0.808], [-0.572, 0.293, 0.478], [-1.365, -0.815, -0.209], [-0.541, 0.133, 2.094], [-1.624, -0.292, 2.555], [0.524, 0.610, 2.628], [0.551, -0.835, -1.947], [0.922, -1.695, -0.770], [2.339, -0.762, -1.484], [1.613, 0.530, 0.678], [0.033, 1.705, -1.342], [-0.999, 1.314, 0.405], [-1.511, -0.711, -1.149], [-2.274, -0.799, 0.245]]}

=====

Record 3
{"formula": "C43H36N5P2PtSSeTe", "method": "ωB97M-V with the def2-TZVPD basis set", "orbital_gap_ev": [6.47, 5.49], "spin_multiplicity": 5, "charge": 1, "e_tot_ev": -157917.087, "de_lowest_kj_mol": 0.0, "e_homo_ev": [-9.38, -10.26], "symbols": ["Pt", "N", "C", "S", "N", "N", "C", "C", "C", "C", "C", "C", "N", "H", "H", "H", "H", "H", "H", "H", "Te", "C", "C", "C", "N", "C", "C", "C", "P", "C", "C", "C", "C", "C", "C", "C", "C", "C", "C", "C", "C", "P", "C", "C", "C", "C", "C", "C", "C", "C", "C", "C", "C", "C", "H", "H", "H", "H", "H", "H", "H", "H", "H", "H", "H", "H", "H", "H", "H", "H", "H", "H", "H", "H", "H", "H", "H", "H", "Se", "C", "C", "C", "C", "C", "C", "H", "H", "H", "H", "H"], "positions_angstrom": [[-0.684, 1.404, 1.033], [1.697, 2.095, 4.795], [0.863, 2.096, 3.743], [0.252, 0.536, 3.236], [0.541, 3.244, 3.216], [-0.209, 3.201, 2.116], [-0.735, 4.289, 1.679], [-1.692, 4.216, 0.595], [-2.127, 5.342, -0.101], [-3.137, 5.211, -1.034], [-3.714, 3.963, -1.232], [-3.213, 2.884, -0.528], [-2.213, 2.995, 0.342], [1.943, 2.971, 5.227], [1.843, 1.238, 5.298], [-0.532, 5.232, 2.175], [-1.670, 6.301, 0.102], [-3.486, 6.070, -1.591], [-4.551, 3.831, -1.903], [-3.639, 1.896, -0.646], [1.200, 0.306, -3.505], [1.428, -1.813, -3.686], [2.265, -2.463, -2.789], [2.462, -3.827, -2.948], [1.893, -4.535, -3.918], [1.104, -3.902, -4.777], [0.835, -2.539, -4.706], [0.843, 0.212, -1.434], [1.697, 1.352, -0.326], [2.526, 0.246, 0.880], [2.354, -1.132, 0.903], [2.980, -1.893, 1.879], [3.791, -1.284, 2.824], [3.980, 0.091, 2.793], [3.352, 0.856, 1.825], [3.185, 1.891, -1.252], [4.358, 1.139, -1.273], [5.428, 1.558, -2.050], [5.339, 2.721, -2.802], [4.172, 3.470, -2.786], [3.102, 3.058, -2.008], [-0.774, -0.160, -0.672], [-0.843, -1.938, -0.310], [-0.675, -2.890, -1.315], [-0.605, -4.232, -0.982], [-0.719, -4.627, 0.346], [-0.929, -3.685, 1.343], [-0.984, -2.339, 1.016], [-2.020, 0.063, -1.978], [-3.038, -0.865, -2.182], [-3.978, -0.661, -3.182], [-3.936, 0.492, -3.952], [-2.962, 1.452, -3.713], [-2.006, 1.236, -2.735], [2.752, -1.923, -1.987], [3.109, -4.375, -2.272], [0.657, -4.514, -5.553], [0.176, -2.074, -5.426], [1.739, -1.611, 0.156], [2.829, -2.965, 1.896], [4.275, -1.880, 3.586], [4.612, 0.569, 3.531], [3.496, 1.931, 1.789], [4.440, 0.227, -0.697], [6.333, 0.965, -2.067], [6.181, 3.043, -3.401], [4.094, 4.375, -3.373], [2.188, 3.643, -1.982], [-0.606, -2.579, -2.349], [-0.461, -4.972, -1.759], [-0.641, -5.676, 0.602], [-1.047, -3.995, 2.373], [-1.124, -1.588, 1.786], [-3.089, -1.752, -1.564], [-4.742, -1.405, -3.364], [-4.670, 0.647, -4.731], [-2.945, 2.366, -4.291], [-1.250, 1.989, -2.545], [-2.804, 0.940, 2.869], [-2.913, -0.753, 3.742], [-3.765, -1.734, 3.241], [-3.905, -2.937, 3.913], [-3.186, -3.180, 5.074], [-2.337, -2.202, 5.573], [-2.214, -0.984, 4.925], [-4.318, -1.557, 2.326], [-4.581, -3.689, 3.526], [-3.294, -4.122, 5.595], [-1.768, -2.383, 6.476], [-1.581, -0.213, 5.335]]}